The following is a quantum chemistry calculation of a structure of composition C13H21N4O3STc at a distorted geometry, from OMol25.

Charge: +3
Multiplicity: 4
F_max, eV Å⁻¹: 1.26
Expectation value of S²: 3.800
Gap between HOMO and LUMO (alpha / beta), eV: 7.299 / 5.096
Molecular weight, Da: 411.4

Last column: Mulliken charge in e.
CARTESIAN COORDINATES (ANGSTROEM)
Tc 0.236 -0.526 -0.542  1.1143
C 3.261 -1.836 3.600  -0.9727
N 2.024 -2.082 2.827  0.0544
C 1.154 -3.173 3.305  -0.9441
C 1.717 -1.356 1.804  0.8840
O 0.622 -1.547 1.135  -0.7937
C 2.627 -0.221 1.367  -0.6098
O 2.148 0.199 0.072  -0.5630
C 2.522 1.518 -0.382  -0.6693
C 1.565 1.852 -1.516  0.8554
O 0.508 1.111 -1.649  -0.8047
N 1.789 2.852 -2.302  0.0377
C 2.979 3.713 -2.163  -0.9812
C 0.886 3.189 -3.419  -0.9244
H 3.260 -0.828 4.011  0.3761
H 4.136 -2.003 2.974  0.3967
H 3.284 -2.544 4.422  0.3854
H 0.764 -2.894 4.283  0.3943
H 1.764 -4.069 3.396  0.3884
H 0.343 -3.338 2.606  0.3144
H 3.663 -0.552 1.273  0.3791
H 2.572 0.609 2.076  0.4644
H 3.558 1.497 -0.723  0.4775
H 2.415 2.238 0.435  0.4889
H 3.803 3.292 -2.739  0.3708
H 3.258 3.832 -1.119  0.4139
H 2.728 4.691 -2.562  0.3664
H 0.138 2.415 -3.544  0.3264
H 1.492 3.278 -4.318  0.3758
H 0.415 4.145 -3.199  0.3763
C -6.337 -2.118 -1.350  -1.0875
C -5.128 -1.377 -0.929  0.8615
C -5.176 -0.225 -0.098  -0.4591
C -3.982 0.422 0.259  -0.1836
N -2.811 -0.024 -0.155  -0.2324
C -2.880 -1.111 -0.956  0.5830
S -1.364 -1.705 -1.570  -0.0388
N -3.940 -1.798 -1.362  -0.3854
H -7.250 -1.650 -0.991  0.3948
H -6.284 -3.142 -0.970  0.3372
H -6.361 -2.187 -2.440  0.3467
H -6.126 0.153 0.259  0.4185
H -3.989 1.300 0.894  0.4671


The following is a quantum chemistry calculation of a cluster of 10 separate species, H20O10 in total at a distorted geometry, from OMol25.

Relative energy (zero: lowest compared OMol25 entry of this formula, charge and spin), kJ/mol: 303.2
Multiplicity: 1
F_max, eV Å⁻¹: 2.29
Gap between HOMO and LUMO, eV: 9.849
Molecular weight, Da: 180.2

Last column: Mulliken charge in e.
CARTESIAN COORDINATES (ANGSTROEM)
O 0.963 0.964 2.431  -0.6199
H 1.034 1.949 2.442  0.3150
H 0.564 0.910 1.545  0.3832
O 2.074 2.468 -1.080  -0.6003
H 1.441 1.779 -1.028  0.3850
H 2.490 2.339 -1.897  0.2850
O -0.282 2.033 -3.428  -0.6441
H -0.761 2.014 -2.576  0.3772
H -0.171 2.993 -3.517  0.3008
O 1.471 -2.210 2.859  -0.6265
H 1.358 -2.018 1.939  0.3689
H 0.769 -2.852 3.106  0.2776
O 1.959 -1.951 0.255  -0.6862
H 2.605 -1.424 -0.287  0.3053
H 1.227 -2.114 -0.355  0.3390
O -1.060 -1.164 1.947  -0.5100
H -1.971 -1.192 1.627  0.2710
H -1.140 -1.509 2.831  0.2375
O -0.780 -2.421 -0.356  -0.8176
H -0.755 -2.140 0.566  0.4233
H -0.253 -3.216 -0.461  0.3234
O -2.069 -0.305 -1.314  -0.6341
H -1.780 -1.178 -1.048  0.3199
H -2.994 -0.339 -0.956  0.3133
O -1.555 2.684 -1.213  -0.6604
H -2.044 2.024 -0.751  0.2696
H -1.283 3.273 -0.500  0.3034
O 0.492 0.517 -0.226  -0.6902
H 0.802 -0.286 0.182  0.4105
H -0.337 0.369 -0.728  0.2805


The following is a quantum chemistry calculation of a structure of composition C15H22N3NiO6PS4 at a distorted geometry, from OMol25.

Charge: -1
Relative energy (zero: lowest compared OMol25 entry of this formula, charge and spin), kJ/mol: 159.9
Multiplicity: 4
F_max, eV Å⁻¹: 4.27
Expectation value of S²: 3.782
Gap between HOMO and LUMO (alpha / beta), eV: 3.704 / 4.623
Molecular weight, Da: 558.3

Last column: Mulliken charge in e.
CARTESIAN COORDINATES (ANGSTROEM)
Ni 0.603 -0.139 0.169  0.2328
C 5.103 -1.347 3.255  -0.8630
C 3.660 -1.252 3.712  -0.4265
O 3.025 -0.074 3.227  -0.4305
P 2.643 0.114 1.679  1.3385
S 1.346 1.645 1.634  -0.4973
S 2.229 -1.687 0.870  -0.4508
O 4.056 0.638 1.090  -0.2453
C 4.116 1.019 -0.282  0.0097
C 5.571 1.228 -0.656  -1.4670
H 5.579 -2.230 3.672  0.3973
H 5.654 -0.461 3.561  0.2551
H 5.125 -1.420 2.172  0.2331
H 3.592 -1.177 4.801  0.3108
H 3.101 -2.130 3.363  0.3427
H 3.531 1.937 -0.415  0.2944
H 3.658 0.232 -0.898  0.1826
H 5.986 2.055 -0.087  0.3227
H 5.648 1.438 -1.718  0.4285
H 6.137 0.328 -0.428  0.3276
C -2.327 -1.547 2.912  -1.1510
S -1.082 -0.622 1.903  0.8482
C -2.110 0.873 1.664  -0.9972
O -1.134 -1.294 0.577  -0.6857
H -3.237 -1.672 2.343  0.3642
H -2.508 -0.993 3.824  0.3909
H -1.895 -2.514 3.143  0.3775
H -2.102 1.465 2.572  0.3787
H -3.116 0.581 1.380  0.4062
H -1.628 1.426 0.856  0.2165
O 4.617 -1.289 -7.166  -0.6827
S 4.978 -0.073 -7.858  1.1554
O 4.246 0.188 -9.082  -0.7045
O 6.393 0.226 -7.883  -0.6989
C 4.308 1.306 -6.771  0.2576
N 4.700 2.479 -7.171  -0.5646
C 4.194 3.477 -6.395  -0.4922
C 3.371 3.244 -5.334  -0.5167
C 3.012 1.903 -5.001  0.1109
N 3.559 0.931 -5.816  -0.3431
C 2.185 1.503 -3.933  1.2642
C 1.517 2.406 -3.060  -0.8917
C 0.807 1.941 -1.990  -0.2880
N 0.684 0.631 -1.679  -0.3906
C 1.251 -0.253 -2.551  -0.4508
C 1.975 0.123 -3.644  -0.5487
H 4.504 4.471 -6.687  0.4165
H 3.003 4.063 -4.738  0.2987
H 1.571 3.470 -3.237  0.2322
H 0.306 2.633 -1.324  0.3637
H 1.085 -1.304 -2.320  0.4137
H 2.419 -0.606 -4.304  0.6163


The following is a quantum chemistry calculation of a cluster of 2 separate species, C5H10O2 in total, from OMol25.

Relative energy (zero: lowest compared OMol25 entry of this formula, charge and spin), kJ/mol: 248.6
Multiplicity: 1
F_max, eV Å⁻¹: 0.40
Gap between HOMO and LUMO, eV: 10.885
Molecular weight, Da: 102.1

Last column: Mulliken charge in e.
CARTESIAN COORDINATES (ANGSTROEM)
O -1.332 -1.031 0.426  -0.5806
C -0.579 -0.606 -0.423  -0.0490
C -0.336 0.867 -0.630  -0.2203
C -1.648 1.650 -0.427  -0.5072
O -2.779 0.952 -0.897  -0.5437
H -0.068 -1.305 -1.111  0.4560
H 0.414 1.190 0.105  0.2028
H 0.103 1.031 -1.620  0.3084
H -1.760 1.910 0.634  0.2705
H -1.609 2.582 -0.997  0.3434
H -2.907 0.206 -0.293  0.3113
C 2.484 -0.853 0.510  -0.5429
C 1.691 -1.632 1.237  -0.5062
H 2.899 0.070 0.908  0.2745
H 2.750 -1.105 -0.515  0.2650
H 1.411 -1.375 2.255  0.2365
H 1.268 -2.551 0.839  0.2813